# 1
This record from OMol25 describes a molecular structure, C3H2DyO4 in a non-equilibrium geometry. The level of theory is ωB97M-V with the def2-TZVPD basis set.

The geometry in XYZ format:
```
10
Properties=species:S:1:pos:R:3:mulliken_charge:R:1
Dy 1.0552 1.5872 0.7138 1.38
O -0.1781 -0.4622 0.1960 -0.10
O -2.1596 -1.5216 -0.1329 -0.60
O 2.3802 -0.0119 0.1714 -0.84
O -1.8229 0.5912 -0.8533 -0.69
C -1.5585 -0.4642 -0.2754 0.67
C 0.6246 -1.5825 0.1900 -0.47
C 1.9532 -1.2660 0.0248 0.05
H 2.6664 -2.0789 0.2384 0.40
H 0.6880 -2.2572 -0.7897 0.22
```

Calculated values
Gap between HOMO and LUMO (spin up / spin down)   7.09 / 5.90 eV
2S+1   7
⟨S²⟩   12.026
E_HOMO (spin up / spin down)   -8.055 / -8.058 eV


# 2
This record from OMol25 describes C3H2F2N2S in the gas phase in a non-equilibrium geometry. The level of theory is ωB97M-V with the def2-TZVPD basis set.

The geometry in XYZ format:
```
10
Properties=species:S:1:pos:R:3:mulliken_charge:R:1
S -2.8441 0.3698 -0.3346 0.17
F 2.0105 0.2820 -1.0858 -0.25
F 2.4377 0.0848 1.0388 -0.20
N -0.6986 -1.0142 0.0389 0.73
N -1.8624 -1.0824 -0.1671 -1.10
C 1.8464 -0.4939 0.0253 0.45
C 0.4229 -0.6704 0.3654 0.18
C -1.8168 1.3936 0.3025 -0.41
H 2.4628 -1.3144 -0.3796 0.16
H -1.9584 2.4452 0.1961 0.26
```

Calculated values
Gap between HOMO and LUMO   8.41 eV
Energy above the lowest of the compared OMol25 structures with the same formula, charge and spin   5.968 eV
E_HOMO   -8.989 eV


# 3
This record from OMol25 describes 2 unconnected molecules or ions with the total composition C3H2F2O in a non-equilibrium geometry. The level of theory is ωB97M-V with the def2-TZVPD basis set.

The geometry in XYZ format:
```
8
Properties=species:S:1:pos:R:3:mulliken_charge:R:1
F 2.7710 -0.0518 -0.0827 -0.21
F -2.4037 -0.9050 -0.4835 -0.16
O -2.2145 1.1114 0.3534 -0.37
C -1.6903 0.0981 0.0023 0.42
C 1.4885 0.3765 0.0161 0.13
C 0.4890 -0.4578 0.1599 -0.41
H 0.2809 -1.5719 0.1492 0.27
H 1.2791 1.4005 -0.1147 0.33
```

Calculated values
Gap between HOMO and LUMO   9.99 eV
Energy above the lowest of the compared OMol25 structures with the same formula, charge and spin   3.071 eV
E_HOMO   -10.549 eV


# 4
This record from OMol25 describes C3H2F2O in the gas phase in a non-equilibrium geometry. The level of theory is ωB97M-V with the def2-TZVPD basis set.

The geometry in XYZ format:
```
8
Properties=species:S:1:pos:R:3:mulliken_charge:R:1
F 1.1564 -0.6602 0.6865 -0.19
F -1.7912 -1.5845 0.2449 -0.23
O 1.2767 2.0498 0.2002 -0.45
C -1.1340 -0.5092 -0.4320 -0.28
C 0.5255 1.1453 -0.6525 -0.02
C 0.1794 -0.2344 -0.1508 0.60
H -1.7281 -0.0583 -1.1660 0.32
H -0.1974 1.4516 -1.4069 0.24
```

Calculated values
Structure (SMILES)   O=C/C(F)=C/F
Gap between HOMO and LUMO   9.51 eV
Energy above the lowest of the compared OMol25 structures with the same formula, charge and spin   3.305 eV
E_HOMO   -10.671 eV


# 5
This record from OMol25 describes 2 unconnected molecules or ions with the total composition C3H2F2O2 in a non-equilibrium geometry. The level of theory is ωB97M-V with the def2-TZVPD basis set.

The geometry in XYZ format:
```
9
Properties=species:S:1:pos:R:3:mulliken_charge:R:1
F -0.8316 2.7463 0.3362 -0.25
F -0.2304 -0.2305 -1.3271 -0.18
O 1.5066 -1.7819 0.2977 -0.34
O 0.3466 -3.4682 1.3003 -0.34
C 0.9154 -2.5904 0.8516 0.68
C -0.2648 1.5398 0.1911 -0.06
C -0.5749 0.9703 -1.0150 -0.11
H -1.3151 1.4253 -1.6663 0.28
H 0.4482 1.3894 1.0315 0.32
```

Calculated values
Structure (SMILES)   F/C=C/F.O=C=O
Gap between HOMO and LUMO   10.04 eV
Energy above the lowest of the compared OMol25 structures with the same formula, charge and spin   0.664 eV
E_HOMO   -9.524 eV


# 6
This record from OMol25 describes a molecular structure, C3H2F2O2 in a non-equilibrium geometry. The level of theory is ωB97M-V with the def2-TZVPD basis set.

The geometry in XYZ format:
```
9
Properties=species:S:1:pos:R:3:mulliken_charge:R:1
F 0.1491 -1.8552 0.2224 -0.26
F 1.8623 0.9723 -0.2522 -0.26
O -2.3769 0.1520 -0.1117 -0.49
O -0.4480 1.2833 0.3454 -0.29
C 0.0095 -0.6564 -0.4084 0.21
C 0.7495 0.4849 0.4108 0.11
C -1.2041 0.2898 -0.0730 0.42
H 0.2444 -0.7751 -1.5691 0.25
H 1.0142 0.1043 1.4358 0.31
```

Calculated values
Gap between HOMO and LUMO   11.78 eV
Energy above the lowest of the compared OMol25 structures with the same formula, charge and spin   1.100 eV
E_HOMO   -11.015 eV


# 7
This record from OMol25 describes C3H2F3NO in the gas phase in a non-equilibrium geometry. The level of theory is ωB97M-V with the def2-TZVPD basis set.

The geometry in XYZ format:
```
10
Properties=species:S:1:pos:R:3:mulliken_charge:R:1
F 0.2725 -1.6588 -0.9312 -0.18
F 1.9418 -1.9279 0.4033 -0.22
F 0.9915 2.4530 -0.0407 -0.23
O -0.7890 1.0911 -0.1214 -0.26
N 1.2847 0.1585 0.2383 -0.36
C -1.5729 0.1133 0.0113 -0.51
C 1.0812 -1.0299 -0.0468 0.53
C 0.5088 1.1882 -0.0730 0.63
H -1.1627 -0.7533 0.4015 0.31
H -2.5560 0.3657 0.1587 0.29
```

Calculated values
Gap between HOMO and LUMO (spin up / spin down)   7.85 / 8.11 eV
Energy above the lowest of the compared OMol25 structures with the same formula, charge and spin   4.473 eV
E_HOMO (spin up / spin down)   -7.619 / -8.007 eV


# 8
This record from OMol25 describes 2 unconnected molecules or ions with the total composition C3H2F3O3S in a non-equilibrium geometry. The level of theory is ωB97M-V with the def2-TZVPD basis set.

The geometry in XYZ format:
```
12
Properties=species:S:1:pos:R:3:mulliken_charge:R:1
S 0.3979 1.9938 0.4373 1.16
F 1.6972 -0.1083 1.1564 -0.16
F -0.9608 -3.0364 -1.9453 -0.27
F 0.3570 -2.7686 -0.2926 -0.22
O 0.8831 2.4330 1.7639 -0.64
O 1.3909 2.1586 -0.5976 -0.65
O -0.9591 2.2843 0.0081 -0.64
C -0.9004 -0.8577 -0.8997 -0.64
C 0.4670 0.2657 0.9706 -0.06
C -0.5367 -2.0863 -1.0471 0.54
H -1.5695 -0.1405 -1.3510 0.32
H -0.2668 -0.1376 1.7972 0.27
```

Calculated values
Gap between HOMO and LUMO (spin up / spin down)   8.38 / 8.15 eV
Energy above the lowest of the compared OMol25 structures with the same formula, charge and spin   4.204 eV
Charge   -1
E_HOMO (spin up / spin down)   -5.164 / -5.042 eV